Computed, not measured: a 2-piece molecular cluster, C2H7NOSi overall at a distorted geometry, with ωB97M-V/def2-TZVPD.

## Properties
SMILES string: O=[SiH2].C=CN
Lowest unoccupied orbital energy, Ha: 0.013
Highest occupied orbital energy, eV: -8.826
Charge: 0
E_tot, a.u.: -499.83774
Energy above the lowest of the compared OMol25 structures with the same formula, charge and spin, eV: 2.179

Last column: Löwdin charge in e.
Geometry (Å):
H (0.310, 0.095, 1.751)  0.089
H (-2.825, -0.614, -0.771)  -0.054
C (1.302, 0.083, -0.005)  -0.258
Si (-1.771, 0.376, -0.358)  0.519
H (-0.100, -1.407, -0.203)  -0.018
O (-1.517, 0.599, 1.115)  -0.458
C (0.487, -0.789, -0.712)  -0.111
H (-1.576, 1.330, -1.472)  -0.065
H (0.369, -0.899, -1.786)  0.060
H (2.022, 0.566, -0.659)  0.115
H (2.081, 0.346, 1.788)  0.089
N (1.220, 0.314, 1.313)  0.092

Computed, not measured: C26H37LiNSSb as an isolated structure at a distorted geometry, with ωB97M-V/def2-TZVPD.

## Properties
Lowest unoccupied orbital energy, Ha: 0.016
Highest occupied orbital energy, eV: -7.358
Charge: 0
E_tot, a.u.: -1713.58766

Last column: Löwdin charge in e.
Geometry (Å):
C (2.900, -1.268, 4.276)  -0.061
C (2.749, -2.574, 4.758)  -0.117
H (-3.027, -2.379, -3.298)  0.059
C (-0.933, -2.219, -2.894)  -0.582
H (-3.593, -0.999, 1.774)  0.076
C (-2.651, -1.486, 1.527)  -0.139
H (1.564, 7.112, -0.647)  0.064
C (1.351, -1.726, 2.450)  -0.172
H (1.793, -4.426, 4.607)  0.101
H (-0.609, 5.967, 0.058)  0.087
H (3.285, -2.934, 5.614)  0.092
C (1.254, -3.040, 2.949)  -0.136
H (3.778, 4.826, 2.630)  0.098
H (0.037, -2.628, -3.221)  0.077
H (-1.981, -2.816, -4.655)  0.076
H (-1.004, 4.332, -0.609)  0.097
S (3.293, 1.820, 3.429)  1.073
C (2.543, 4.905, 0.936)  -0.031
C (1.649, 4.327, 0.025)  -0.137
Li (0.787, -0.631, 0.966)  0.434
H (2.643, 6.419, -1.767)  0.103
H (-3.056, -4.487, -1.446)  0.069
H (-2.662, -2.541, 1.751)  0.052
H (0.988, 6.892, -2.287)  0.102
C (-1.264, -4.261, -0.171)  -0.582
H (0.735, -5.102, -0.477)  0.056
C (2.893, 2.937, 2.152)  -0.467
C (0.974, 5.108, -1.122)  -0.557
H (2.713, 5.957, 0.934)  0.098
H (-2.181, -3.956, -3.321)  0.060
C (-3.669, -1.300, -0.832)  -0.119
H (-2.989, -5.569, -0.035)  0.050
H (0.714, 2.360, -0.366)  0.100
C (-2.382, -1.148, 0.054)  -0.553
H (-1.604, -0.075, -2.835)  0.074
C (1.577, 6.423, -1.457)  -0.092
H (-3.442, -1.032, -1.887)  0.049
H (0.604, 4.826, -3.206)  0.076
H (-4.014, -2.314, -0.826)  0.043
H (0.558, 3.314, -2.209)  0.045
H (0.134, -0.336, -2.993)  0.049
H (-0.538, -6.308, -0.586)  0.089
H (-3.413, -3.931, 0.179)  0.036
H (-1.009, 5.770, -1.659)  0.081
C (-2.783, -4.602, -0.373)  -0.112
C (2.188, -0.869, 3.149)  -0.323
Sb (-0.709, -2.301, -0.718)  1.481
H (0.650, -3.743, 2.372)  0.055
H (-2.055, -0.153, -0.011)  0.041
C (-0.278, -5.243, -0.843)  -0.165
C (1.970, -3.471, 4.096)  -0.107
C (-2.101, -2.890, -3.573)  -0.142
H (3.559, -0.605, 4.814)  0.083
H (-0.865, -0.587, -4.343)  0.079
C (1.081, 4.211, -2.447)  -0.024
C (1.947, 2.297, 1.290)  -0.278
C (-0.821, -0.744, -3.257)  -0.189
C (2.302, 0.513, 2.656)  -0.481
C (3.193, 4.256, 1.973)  -0.081
H (-1.837, -1.134, 2.195)  0.073
H (-0.196, -5.105, -1.958)  0.074
H (-1.057, -4.296, 0.897)  0.055
H (2.134, 4.016, -2.695)  0.095
N (1.726, 0.945, 1.592)  -0.006
C (-0.509, 5.318, -0.805)  -0.047
C (1.359, 2.952, 0.234)  0.031
H (-4.395, -0.573, -0.509)  0.067

Computed, not measured: a 2-piece molecular cluster, C2H4OS2 overall at a distorted geometry, with ωB97M-V/def2-TZVPD.

## Properties
Lowest unoccupied orbital energy (spin up / spin down), Ha: -0.015 / -0.015
Highest occupied orbital energy (spin up / spin down), eV: -8.086 / -8.086
Charge: 0
E_tot, a.u.: -950.13369
Energy above the lowest of the compared OMol25 structures with the same formula, charge and spin, eV: 2.041

Last column: Löwdin charge in e.
Geometry (Å):
C (-2.280, -0.256, 0.575)  -0.186
H (0.661, 0.405, -1.429)  0.067
C (1.573, 0.318, -0.699)  -0.469
H (2.041, -0.753, -0.691)  0.045
H (2.358, 1.032, -0.784)  -0.005
S (0.950, 0.431, 1.038)  0.268
H (-2.860, -0.845, -0.067)  0.054
O (-2.409, 0.883, 0.895)  0.022
S (-0.033, -1.214, 1.162)  0.204

Computed, not measured: C35H36N8S3SbY as an isolated structure, with ωB97M-V/def2-TZVPD.

## Properties
Multiplicity: 2
Lowest unoccupied orbital energy (spin up / spin down), Ha: 0.079 / 0.059
Highest occupied orbital energy (spin up / spin down), eV: -3.993 / -4.512
Charge: -1
E_tot, a.u.: -3266.72432
Energy above the lowest of the compared OMol25 structures with the same formula, charge and spin, eV: 0.000

Last column: Löwdin charge in e.
Geometry (Å):
C (2.937, 3.457, 0.691)  -0.078
C (0.782, -5.288, -1.992)  -0.225
C (-0.530, -1.726, 1.753)  -0.185
C (3.601, -3.709, -0.774)  -0.064
C (-2.413, 4.142, -1.629)  -0.054
C (1.284, 3.459, 3.236)  -0.027
N (1.042, -1.802, -0.892)  0.001
N (-0.360, 3.729, -0.971)  -0.079
Y (0.424, 0.564, -0.570)  0.920
C (-2.881, -1.017, -0.830)  -0.158
S (4.183, 2.039, -4.321)  -0.291
H (1.356, 4.908, -2.491)  0.128
H (2.748, -5.973, -2.619)  0.063
C (-7.985, -3.445, -1.021)  -0.201
H (1.962, -4.884, -3.760)  0.079
H (-0.513, -1.665, -2.809)  0.012
H (-7.470, -0.828, -1.042)  0.115
H (0.076, -3.159, -3.560)  0.088
C (0.400, 1.331, 4.711)  -0.007
C (0.347, 1.281, 3.325)  -0.127
H (1.422, -6.562, -3.618)  0.073
N (0.240, -0.641, 1.787)  0.026
H (-5.239, 0.228, -0.959)  0.112
H (4.097, 4.858, -3.254)  0.037
S (0.557, 0.932, -3.264)  -0.166
H (4.752, 4.354, 0.037)  0.111
C (-6.690, -2.829, -0.980)  -0.252
C (-5.332, -0.849, -0.951)  -0.024
H (-1.264, -3.212, -2.403)  0.076
C (1.034, 3.821, -0.682)  -0.152
C (0.899, 2.487, 6.897)  -0.073
H (1.972, -3.760, 0.654)  0.112
N (-0.297, 0.137, 2.763)  -0.081
H (-3.300, 4.639, -1.978)  0.087
H (-2.937, 1.961, -1.340)  0.088
H (3.569, -2.638, -0.977)  0.039
C (-4.167, -1.626, -0.889)  -0.249
C (3.161, 4.760, -1.337)  -0.276
H (-2.337, -2.388, 2.870)  0.093
S (3.219, 0.486, -0.850)  -0.131
H (-0.347, -2.477, 1.006)  0.085
C (2.257, -4.245, -0.285)  -0.210
N (-1.005, 2.560, -0.906)  -0.043
H (-0.092, 2.677, 7.318)  0.073
H (-0.817, 5.718, -1.486)  0.123
C (1.294, 3.511, 4.613)  -0.062
H (4.367, -3.878, -0.016)  0.079
H (-5.633, -4.699, -0.908)  0.114
C (1.580, 3.195, 0.449)  -0.318
H (1.258, 1.550, 7.327)  0.071
C (1.815, 4.551, -1.577)  0.015
H (1.769, -1.966, -0.203)  0.010
H (1.651, 4.417, 5.091)  0.106
N (-9.023, -3.940, -1.054)  0.134
C (-5.544, -3.621, -0.921)  -0.036
C (3.695, 4.225, -0.164)  -0.043
N (0.855, 2.234, 1.159)  -0.040
C (-6.579, -1.439, -0.995)  -0.033
H (5.034, 5.604, -1.962)  0.072
H (1.622, 4.326, 2.684)  0.104
H (-0.190, -5.113, -2.446)  0.100
H (3.621, 6.439, -2.614)  0.074
H (3.405, 2.976, 1.540)  0.120
C (0.846, 2.325, 2.510)  -0.236
C (-1.552, -1.673, 2.702)  -0.053
C (0.667, -2.860, -1.522)  -0.411
N (1.167, -4.102, -1.244)  -0.087
C (4.024, 5.459, -2.345)  -0.061
C (1.788, -5.700, -3.058)  -0.075
C (-1.781, -0.489, -0.745)  -0.102
C (-0.320, -2.720, -2.643)  -0.022
C (-4.301, -3.023, -0.877)  -0.031
C (-1.378, -0.454, 3.308)  -0.069
H (0.641, -6.104, -1.275)  0.116
H (1.558, 3.280, 7.252)  0.068
Sb (2.874, 0.592, -3.155)  0.075
H (0.068, 0.459, 5.263)  0.115
C (-2.248, 2.788, -1.301)  -0.132
H (3.908, -4.215, -1.688)  0.065
H (2.336, -5.310, -0.058)  0.115
H (-3.405, -3.626, -0.825)  0.107
H (-1.927, 0.048, 4.085)  0.126
C (0.874, 2.440, 5.396)  -0.303
C (-1.180, 4.709, -1.395)  -0.058

Computed, not measured: an isolated ion of composition C17H16N5O3 and charge +1 at a distorted geometry, with ωB97M-V/def2-TZVPD.

## Properties
SMILES string: NC(N)=[NH+]c1ccc(NC(=O)c2cc3ccccc3c(O)c2O)cn1
Lowest unoccupied orbital energy, Ha: -0.104
Highest occupied orbital energy, eV: -9.737
Charge: +1
E_tot, a.u.: -1156.76756

Last column: Löwdin charge in e.
Geometry (Å):
C (0.893, 6.305, 3.178)  -0.067
C (-1.069, 2.079, 1.577)  -0.184
O (-2.208, 1.369, 1.446)  0.065
H (-2.411, 4.567, 2.960)  0.116
H (1.582, -1.813, -0.975)  0.095
C (0.645, -2.270, -1.094)  0.012
H (-2.637, -1.946, -0.305)  0.134
H (-2.729, -4.033, -1.642)  0.116
O (-2.473, 3.745, 2.434)  0.074
N (-0.550, -0.432, 0.152)  0.149
H (1.775, -4.396, -3.016)  0.096
H (0.837, 7.282, 3.661)  0.113
H (3.026, 6.478, 2.967)  0.107
H (-2.931, 1.961, 1.757)  0.132
C (-0.142, 4.231, 2.357)  -0.097
H (2.247, -5.569, -4.231)  0.120
H (-1.661, -5.447, -3.080)  0.171
C (2.283, 4.596, 2.153)  0.006
N (1.594, -5.272, -3.531)  0.199
N (0.582, -3.397, -1.884)  0.102
C (-0.243, 5.535, 2.915)  -0.008
C (0.278, -5.687, -3.571)  -0.347
C (0.490, 0.345, 0.631)  -0.369
H (-1.471, -0.030, 0.369)  0.125
C (1.317, 2.515, 1.411)  0.054
H (3.269, 4.249, 1.850)  0.117
C (-0.505, -1.645, -0.577)  -0.169
H (-1.163, 6.009, 3.242)  0.106
C (-1.218, 3.363, 2.118)  -0.200
N (-0.721, -5.102, -2.937)  0.162
O (1.656, -0.061, 0.502)  0.053
H (2.315, 2.184, 1.151)  0.130
C (-1.791, -3.496, -1.512)  0.014
C (-0.605, -3.988, -2.099)  -0.285
C (2.153, 5.854, 2.769)  -0.068
C (1.133, 3.763, 1.996)  -0.164
H (0.800, -7.271, -4.773)  0.136
H (-0.871, -7.203, -4.382)  0.114
C (-1.711, -2.310, -0.769)  0.015
C (0.229, 1.655, 1.216)  -0.056
N (0.003, -6.721, -4.434)  0.180

Computed, not measured: a 2-piece molecular cluster, C5H6O overall, with ωB97M-V/def2-TZVPD.

## Properties
Lowest unoccupied orbital energy, Ha: 0.027
Highest occupied orbital energy, eV: -8.866
Charge: 0
E_tot, a.u.: -269.19517
Energy above the lowest of the compared OMol25 structures with the same formula, charge and spin, eV: 4.111

Last column: Löwdin charge in e.
Geometry (Å):
C (0.329, 1.094, -0.664)  -0.044
H (-0.349, -0.561, 1.008)  0.201
H (-2.117, -1.129, 0.176)  0.080
C (-0.593, 0.009, -0.819)  -0.356
H (2.186, 1.041, 0.526)  0.109
H (0.105, 2.144, -0.805)  0.112
H (1.710, -1.634, 0.496)  0.118
O (0.130, -1.169, -0.806)  -0.075
C (-1.604, -0.170, 0.138)  0.014
H (-2.174, 0.686, 0.494)  0.079
C (1.015, -0.845, 0.218)  -0.168
C (1.363, 0.535, 0.036)  -0.069